1.
13
Properties=species:S:1:pos:R:3:forces:R:3:lowdin_charge:R:1 method="wB97M-V/def2-TZVPD" homo_ha="-0.161 / -0.188" e_above_lowest_ev=2.9960 orbital_gap_ev="7.52 / 8.22" total_charge=-1
C 0.4872 1.6058 -1.0012 2.9 -1.1 -0.1 -0.865
C -0.1777 -1.4852 0.4262 0.4 0.1 -3.6 -0.001
C -1.4950 -0.8022 0.2149 1.5 -0.5 0.2 -0.431
C 1.3753 0.8193 0.0878 -0.7 0.2 0.0 -1.053
O 1.2289 2.0729 -1.8540 0.2 0.8 -0.7 -0.052
O -0.7066 1.5328 -0.8840 -2.5 0.5 0.4 -0.031
F 0.3427 -2.0374 -0.7489 -0.6 0.3 1.4 -0.043
F -1.6473 -0.0789 1.3032 -0.3 2.0 2.2 0.042
F -2.5533 -1.6682 0.3309 -0.5 -0.8 -1.2 0.025
Cl 2.9765 0.4193 -0.3834 0.1 -0.3 0.1 0.567
Br 1.2800 1.4868 1.8594 -0.1 0.1 0.3 0.616
H 0.3480 -1.7748 1.2924 0.2 -0.2 0.9 0.097
H -1.4586 -0.0901 -0.6432 -0.6 -1.1 0.1 0.129



2.
22
Properties=species:S:1:pos:R:3:forces:R:3:lowdin_charge:R:1 method="wB97M-V/def2-TZVPD" homo_ha=-0.382 e_above_lowest_ev=2.0990 orbital_gap_ev=11.24 smiles="C=C[C@](C)(C#N)C(C)C"
C -1.3497 1.9837 -0.2783 -0.1 1.6 0.2 0.018
C -0.4368 1.1954 -0.7582 0.3 -2.9 -0.3 -0.129
C -0.5515 -0.3609 -0.4639 1.3 3.4 1.6 -0.475
C -0.4954 -1.1648 -1.7425 -1.2 -0.9 1.8 -0.028
C -1.8736 -0.5234 0.2059 3.2 -0.6 -1.7 -0.247
N -2.8082 -0.8869 0.7198 -2.6 -0.6 1.4 0.198
C 0.5766 -0.6694 0.6017 2.2 -0.7 0.5 -0.325
C 0.4711 0.1532 1.9534 -0.9 -3.1 -0.7 -0.062
C 2.0646 -0.3079 0.0283 -1.3 -1.1 -0.9 -0.068
H -1.2759 3.0356 -0.5390 -0.4 0.0 0.4 0.072
H -2.0752 1.5701 0.4158 -0.3 0.7 -0.3 0.063
H 0.3945 1.4953 -1.3808 -0.1 0.1 -0.1 0.111
H 0.4139 -0.9974 -2.3381 -0.2 -0.7 0.6 0.086
H -1.3351 -0.7666 -2.2914 -0.3 -0.4 -0.6 0.084
H -0.7969 -2.1554 -1.2393 1.0 0.5 -2.1 0.128
H 0.6446 -1.7527 0.8754 -0.6 0.6 -0.5 0.133
H 0.7107 1.0945 1.5797 0.3 2.1 0.6 0.032
H -0.5584 0.0685 2.3495 0.5 0.4 -0.1 0.078
H 1.1542 -0.2780 2.7284 -0.3 0.7 -0.9 0.095
H 2.1581 -0.6035 -1.0793 -0.1 0.4 1.6 0.074
H 2.8499 -0.9393 0.5760 -1.1 1.5 -0.5 0.095
H 2.1185 0.8098 0.0771 0.7 -1.1 0.2 0.070



3.
12
Properties=species:S:1:pos:R:3:forces:R:3:lowdin_charge:R:1 method="wB97M-V/def2-TZVPD" homo_ha=-0.537 e_above_lowest_ev=0.2558 orbital_gap_ev=8.93 total_charge=+1
O 1.0862 -1.7990 2.3094 -1.1 2.7 0.1 0.359
H 1.5182 -1.4622 3.1196 1.0 -1.6 0.1 0.215
H 1.0072 -2.6317 1.8113 0.4 -0.4 0.6 0.216
H 0.3820 -1.1236 2.1914 -0.3 -0.6 -0.9 0.200
C -0.6800 1.3551 -0.6363 0.6 -1.1 0.8 -0.171
C -0.3342 0.3843 -1.7717 0.4 1.3 0.1 -0.157
H -1.6996 1.2235 -0.3571 -1.1 0.7 -0.2 0.051
H -0.2104 1.0949 0.3279 0.5 -0.2 -0.3 0.036
H -0.3495 2.3657 -0.7978 -0.4 0.5 -0.3 0.066
H -1.0017 0.5453 -2.6180 -0.3 -0.4 0.2 0.070
H -0.3537 -0.6359 -1.3999 0.1 -0.2 -0.4 0.049
H 0.6355 0.6836 -2.1790 0.2 -0.6 0.2 0.066



4.
12
Properties=species:S:1:pos:R:3:forces:R:3:lowdin_charge:R:1 method="wB97M-V/def2-TZVPD" homo_ha=-0.351 e_above_lowest_ev=1.0955 orbital_gap_ev=8.83
C 1.2755 -0.9959 0.2892 -0.1 0.1 -0.1 -0.094
C 1.6397 0.4461 0.1534 -0.2 0.1 0.0 -0.148
C 0.7638 1.4253 0.0329 0.0 -0.2 0.0 -0.155
F -0.5706 1.1690 0.0191 0.0 0.0 0.0 -0.040
H 0.2531 -1.1050 0.6425 0.0 -0.1 0.0 0.057
H 1.9508 -1.4941 0.9793 0.0 -0.1 0.1 0.072
H 1.3567 -1.4896 -0.6794 0.0 -0.1 0.0 0.079
H 2.6889 0.6966 0.1359 0.1 0.2 0.0 0.099
H 0.9644 2.4783 -0.0792 0.1 0.1 0.0 0.108
O -4.1757 0.2651 0.1797 -1.0 1.0 0.4 -0.579
P -3.2179 -0.7877 -0.1218 1.1 -0.9 -0.5 0.738
H -2.9286 -0.6080 -1.5517 0.0 -0.1 0.1 -0.136



5.
95
Properties=species:S:1:pos:R:3:forces:R:3:lowdin_charge:R:1 method="wB97M-V/def2-TZVPD" homo_ha=-0.403 orbital_gap_ev=5.28 total_charge=+1
C -1.3826 -1.6807 0.4659 1.4 0.0 0.2 -0.112
C 0.1693 -1.9387 0.6404 -1.8 0.6 -0.5 -0.410
S 0.9583 -2.0712 -1.0323 1.5 0.5 0.7 0.734
Cl 1.3789 -0.1038 -1.4846 -0.8 -1.4 0.0 0.359
H -1.7066 -2.0517 -0.5089 -0.3 0.0 0.3 0.055
H -1.5405 -0.6033 0.5268 -0.4 -0.2 0.0 0.067
H -1.8903 -2.1904 1.2840 -0.2 0.2 -0.2 0.085
H 0.4005 -2.8196 1.2455 0.2 -0.2 -0.6 0.098
H 0.6192 -1.0635 1.1255 0.4 -0.2 -0.3 0.075
H 0.0072 -2.5324 -1.9225 -0.1 0.9 0.5 0.014
C 6.0167 0.2061 2.2830 0.2 0.1 0.0 -0.062
C 4.8920 0.6601 1.3581 0.0 -0.1 0.4 -0.423
C 3.6795 1.2507 2.0988 0.0 0.1 -0.3 -0.198
O 2.8386 0.2833 2.7187 0.0 0.1 0.0 -0.216
C 3.2921 -0.1792 3.9823 -0.2 -0.2 0.0 -0.098
N 4.4978 -0.4600 0.4987 -0.2 0.0 -0.1 0.045
H 5.7979 -0.7438 2.7709 -0.1 0.0 0.0 0.066
H 6.9364 0.0650 1.7141 -0.1 0.0 0.0 0.081
H 6.2154 0.9515 3.0554 0.0 0.0 0.0 0.083
H 5.2967 1.4518 0.7229 -0.2 0.0 0.0 0.123
H 3.0473 1.7540 1.3613 0.0 0.0 0.0 0.117
H 3.9841 2.0161 2.8205 0.1 -0.1 0.1 0.124
H 3.7965 0.6086 4.5461 0.1 0.0 -0.1 0.096
H 3.9547 -1.0390 3.8649 0.1 0.1 0.1 0.076
H 2.4210 -0.5075 4.5503 0.0 0.1 0.0 0.087
H 3.8227 -0.1167 -0.1758 0.1 0.0 -0.2 0.011
H 3.9618 -1.1017 1.0787 0.1 -0.1 0.1 0.061
C 5.6061 7.2276 -0.3563 0.0 0.2 0.0 -0.068
C 4.2946 6.4734 -0.1627 0.3 -0.2 -0.1 -0.429
C 4.3296 5.4605 0.9948 -0.3 0.0 0.0 -0.206
O 5.0311 4.2597 0.7097 0.1 0.1 0.2 -0.213
C 6.4411 4.3537 0.8410 0.0 -0.2 -0.2 -0.096
N 3.9180 5.8401 -1.4312 -0.2 -0.1 0.2 0.039
H 6.3636 6.6232 -0.8548 0.0 -0.1 0.0 0.066
H 5.4437 8.1079 -0.9787 0.0 -0.1 0.0 0.079
H 6.0108 7.5668 0.5994 0.0 0.0 0.0 0.080
H 3.5286 7.2139 0.0846 -0.1 -0.1 0.1 0.136
H 3.3007 5.1521 1.2024 0.0 -0.1 0.0 0.118
H 4.7118 5.9171 1.9157 0.1 0.0 0.0 0.121
H 6.7316 5.0299 1.6488 0.0 0.1 0.0 0.095
H 6.8961 4.6729 -0.0983 0.1 0.1 0.1 0.080
H 6.8228 3.3570 1.0684 -0.1 0.0 0.0 0.078
H 2.9929 5.4305 -1.3334 -0.1 0.1 -0.1 0.067
H 4.5279 5.0377 -1.5636 0.1 0.1 -0.1 0.066
C -2.3064 1.0998 3.5351 0.2 0.1 -0.1 -0.072
C -3.4971 1.5507 2.6926 0.0 -0.3 0.3 -0.426
C -4.6337 2.1784 3.5166 -0.1 0.1 -0.2 -0.203
O -5.4285 1.2442 4.2245 0.2 0.1 0.1 -0.189
C -4.8813 0.8054 5.4561 -0.2 -0.2 -0.1 -0.102
N -3.9745 0.4181 1.8908 0.0 0.2 -0.1 0.043
H -2.5002 0.1647 4.0609 -0.1 0.0 0.0 0.063
H -1.4351 0.9316 2.8966 0.0 0.0 0.0 0.060
H -2.0337 1.8573 4.2720 0.0 0.0 0.0 0.081
H -3.1336 2.3218 2.0066 -0.1 0.0 0.0 0.135
H -5.3173 2.6730 2.8222 0.0 -0.1 0.0 0.125
H -4.2575 2.9549 4.1935 0.1 -0.1 0.1 0.122
H -4.3216 1.5983 5.9593 0.1 0.0 0.0 0.093
H -4.2427 -0.0688 5.3071 0.1 0.1 0.1 0.073
H -5.7081 0.5042 6.0989 0.0 0.1 0.0 0.090
H -4.6975 0.7455 1.2548 0.0 -0.2 -0.2 0.057
H -4.4738 -0.2051 2.5201 0.0 0.0 0.0 0.063
C 3.2765 -3.6007 -6.4763 0.2 -0.1 -0.1 -0.062
C 2.7296 -3.4400 -5.0622 -0.1 0.0 -0.3 -0.426
C 1.5309 -4.3526 -4.7505 0.0 0.1 0.1 -0.214
O 0.3009 -3.9300 -5.3100 0.1 -0.1 0.1 -0.202
C 0.1092 -4.2831 -6.6732 -0.2 0.2 0.0 -0.092
N 2.4060 -2.0262 -4.8372 -0.2 -0.1 0.2 0.049
H 2.6546 -3.1057 -7.2214 -0.1 0.0 0.0 0.069
H 4.2693 -3.1561 -6.5465 0.0 0.0 0.0 0.082
H 3.3646 -4.6543 -6.7468 0.0 0.0 0.0 0.083
H 3.5309 -3.7198 -4.3716 -0.1 0.0 0.1 0.138
H 1.3723 -4.3369 -3.6646 0.0 0.0 0.0 0.102
H 1.7395 -5.3942 -5.0199 0.0 0.0 -0.1 0.124
H 0.5591 -5.2501 -6.9099 0.1 0.0 0.0 0.095
H 0.5097 -3.5111 -7.3321 0.1 -0.1 -0.1 0.079
H -0.9636 -4.3469 -6.8525 0.0 0.0 0.1 0.090
H 2.1374 -1.9057 -3.8638 0.2 0.1 0.0 0.014
H 1.5500 -1.8251 -5.3494 0.1 0.1 -0.1 0.075
C -5.8074 -2.4869 -1.2766 0.2 -0.1 0.0 -0.071
C -6.2895 -2.3247 0.1617 -0.2 0.1 -0.3 -0.430
C -7.4819 -3.2284 0.5195 0.0 0.0 0.3 -0.208
O -8.7242 -2.7910 0.0045 0.2 -0.2 -0.1 -0.184
C -8.9662 -3.1368 -1.3489 -0.2 0.2 0.0 -0.101
N -6.5865 -0.9099 0.4071 0.0 0.0 0.2 0.042
H -6.4565 -1.9835 -1.9919 -0.1 0.0 0.1 0.067
H -4.8124 -2.0506 -1.3903 -0.1 0.1 0.0 0.063
H -5.7425 -3.5412 -1.5543 0.0 0.0 0.0 0.079
H -5.4602 -2.6141 0.8159 -0.1 0.0 0.1 0.127
H -7.5985 -3.2156 1.6064 -0.1 0.0 0.0 0.123
H -7.2937 -4.2714 0.2361 0.0 0.0 -0.1 0.121
H -8.5358 -4.1088 -1.6047 0.1 0.0 0.0 0.091
H -8.5805 -2.3664 -2.0205 0.1 -0.1 -0.1 0.075
H -10.0453 -3.1878 -1.4909 0.0 0.0 0.1 0.090
H -6.8049 -0.7881 1.3931 0.0 0.0 0.0 0.076
H -7.4641 -0.6983 -0.0608 0.0 0.0 -0.1 0.076



6.
22
Properties=species:S:1:pos:R:3:forces:R:3:lowdin_charge:R:1 method="wB97M-V/def2-TZVPD" homo_ha=-0.330 e_above_lowest_ev=1.8135 orbital_gap_ev=10.11 smiles=CNC[C@H]1CCCN1
C -3.1446 -1.0137 0.9703 -2.1 0.7 -0.1 -0.181
N -1.8941 -0.2674 1.2198 -0.8 -1.6 -1.0 -0.122
C -1.1537 -0.0814 -0.0877 -1.1 0.2 1.2 -0.197
C 0.2692 0.4787 0.2572 -0.5 0.0 -2.7 -0.284
C 1.4052 -0.5661 0.2991 -0.1 -1.7 0.1 -0.160
C 2.5538 -0.1089 -0.6396 -0.3 2.6 0.7 -0.149
C 2.0569 1.3474 -1.0788 2.8 -0.7 -2.1 -0.257
N 0.6374 1.2039 -1.0391 0.1 -0.3 1.3 -0.053
H -3.9614 -0.9018 1.7391 1.3 -0.2 0.0 0.085
H -3.1119 -2.0624 0.6754 0.8 -0.4 0.5 0.067
H -3.7032 -0.6420 0.1206 0.2 0.8 -0.6 0.057
H -1.4328 -0.9639 1.7950 0.9 0.4 0.1 0.087
H -1.1533 -1.0111 -0.7419 0.4 0.9 0.8 0.125
H -1.8310 0.6563 -0.6454 1.4 -0.7 0.6 0.128
H 0.2108 1.1140 1.1729 0.1 -0.3 -0.7 0.143
H 1.7212 -0.8463 1.3109 0.2 0.7 0.0 0.102
H 1.0455 -1.5641 -0.0442 -0.1 0.8 -0.1 0.108
H 3.5210 0.0129 -0.1280 -0.3 -0.3 -0.2 0.100
H 2.6701 -0.6880 -1.5248 0.0 -0.8 -0.4 0.082
H 2.5533 2.0711 -0.4408 -0.5 0.4 0.9 0.083
H 2.5272 1.7323 -2.1334 -1.5 -1.4 2.0 0.147
H 0.2146 2.1003 -1.0569 -0.8 0.9 -0.1 0.090



7.
15
Properties=species:S:1:pos:R:3:forces:R:3:lowdin_charge:R:1 method="wB97M-V/def2-TZVPD" homo_ha=-0.407 e_above_lowest_ev=0.3225 orbital_gap_ev=12.33 smiles=C1CCCC1
C 0.7006 -1.1157 0.0422 -0.1 0.3 -0.4 -0.179
C 0.0179 -0.4447 -1.2568 0.3 -0.3 0.5 -0.165
C -0.6496 0.8883 -0.7654 0.1 -0.1 0.5 -0.191
C -0.2012 0.9976 0.7151 -0.1 0.2 -0.3 -0.233
C 0.0211 -0.4120 1.2260 0.0 0.2 0.1 -0.239
H 1.7673 -0.8587 0.0148 -0.2 0.0 0.1 0.096
H 0.6654 -2.2182 0.1464 -0.3 0.6 -0.5 0.100
H 0.7837 -0.2338 -2.0199 -0.2 -0.1 0.3 0.092
H -0.7147 -1.1101 -1.7385 0.2 0.2 0.3 0.092
H -1.7462 0.8622 -0.8531 0.3 -0.2 0.1 0.099
H -0.3154 1.7783 -1.3230 -0.1 -0.4 0.0 0.098
H -0.8336 1.5476 1.4243 -0.1 0.2 -0.5 0.107
H 0.7967 1.4640 0.7355 -0.3 0.1 0.0 0.110
H -0.8981 -0.9394 1.5255 0.1 0.3 -0.2 0.111
H 0.6060 -0.2054 2.1269 0.3 -1.0 0.0 0.103



8.
62
Properties=species:S:1:pos:R:3:forces:R:3:lowdin_charge:R:1 method="wB97M-V/def2-TZVPD" homo_ha=-0.313 orbital_gap_ev=8.11
C 2.2996 5.0784 -2.9333 0.0 0.2 0.0 -0.275
P 0.7552 4.3815 -2.2262 0.1 -0.2 0.3 0.895
C 1.0797 2.5797 -2.3702 -0.1 -0.1 0.1 -0.258
O -0.2028 4.6086 -3.6323 0.0 0.3 -0.1 -0.628
S -1.7740 4.8005 -3.7712 0.1 -0.3 -0.3 0.744
O -2.3823 3.4976 -3.8517 0.0 0.0 0.1 -0.437
O -1.9588 5.3404 -2.1995 0.0 0.0 0.1 -0.979
Br -3.6985 5.3936 -1.6794 0.0 0.0 0.0 0.758
H 2.5305 6.0015 -2.4018 0.1 0.0 -0.1 0.025
H 2.1947 5.3151 -3.9929 -0.1 -0.1 0.0 0.042
H 3.1231 4.3759 -2.8081 0.0 0.0 0.0 0.032
H 2.0977 2.3477 -2.6821 0.0 0.0 -0.1 0.035
H 0.3771 2.1260 -3.0708 0.0 0.1 0.0 0.045
H 0.8920 2.1427 -1.3865 0.1 0.0 -0.1 0.004
C -3.2843 2.3791 4.4977 0.0 0.0 0.1 -0.120
O -3.0780 1.0412 4.0996 0.0 0.0 -0.1 -0.196
C -4.1186 0.4922 3.2991 -0.1 -0.1 0.0 -0.217
C -3.6368 0.2266 1.8900 0.1 0.0 0.0 -0.217
N -3.3805 1.4701 1.1806 0.1 -0.1 0.1 -0.045
C -2.7310 1.3079 -0.1162 0.0 0.2 0.0 -0.185
C -1.3274 0.7158 -0.1396 -0.1 0.0 -0.1 -0.209
O -0.3330 1.5618 0.4231 0.0 0.0 0.1 -0.209
C -0.1792 1.4932 1.8243 0.0 0.0 0.0 -0.095
H -2.4903 2.6312 5.1987 0.0 0.0 0.0 0.088
H -3.2463 3.0781 3.6545 0.0 0.0 0.0 0.081
H -4.2494 2.5027 5.0004 0.0 0.0 0.0 0.087
H -4.9828 1.1639 3.2861 0.0 0.0 0.0 0.121
H -4.4263 -0.4525 3.7557 0.0 0.0 0.0 0.121
H -4.4086 -0.3341 1.3529 0.0 0.0 0.0 0.125
H -2.7512 -0.4222 1.9600 0.0 0.0 0.0 0.108
H -2.8078 2.0670 1.7637 0.0 0.0 0.0 0.072
H -2.6780 2.2937 -0.5821 0.0 0.0 -0.1 0.103
H -3.3741 0.6879 -0.7491 0.0 0.0 0.0 0.124
H -1.0402 0.5878 -1.1861 0.0 0.0 0.0 0.119
H -1.2877 -0.2783 0.3147 0.0 0.0 0.1 0.089
H -0.4167 0.4969 2.2102 0.0 0.0 0.0 0.077
H -0.8083 2.2178 2.3510 0.0 0.0 0.0 0.076
H 0.8620 1.7221 2.0547 0.0 0.0 0.0 0.090
C 3.7879 -4.7123 -2.5832 0.0 0.0 0.0 -0.119
O 3.2969 -5.2758 -1.3860 0.0 0.1 0.0 -0.196
C 4.0352 -4.9319 -0.2203 0.1 0.0 0.0 -0.217
C 3.2126 -4.0630 0.7062 0.0 0.0 0.0 -0.219
N 2.9907 -2.7473 0.1279 -0.1 -0.1 -0.1 -0.049
C 2.0578 -1.9027 0.8614 0.1 0.1 0.0 -0.196
C 0.6099 -2.3662 0.9757 0.0 0.0 0.1 -0.220
O -0.0905 -2.3743 -0.2548 0.1 0.0 0.0 -0.193
C 0.0265 -3.5595 -1.0181 -0.1 0.0 0.0 -0.092
H 3.2187 -5.1511 -3.4008 0.0 0.0 0.0 0.088
H 3.6685 -3.6233 -2.6141 0.0 0.0 0.0 0.081
H 4.8482 -4.9437 -2.7289 0.0 0.0 0.0 0.088
H 4.9645 -4.4228 -0.4944 0.0 0.0 0.0 0.122
H 4.2931 -5.8597 0.2973 0.0 0.0 0.0 0.121
H 3.7516 -3.9477 1.6520 0.0 0.0 0.0 0.124
H 2.2797 -4.6029 0.9236 0.0 0.0 0.0 0.108
H 2.6609 -2.8578 -0.8226 0.0 0.0 0.0 0.075
H 2.0491 -0.9204 0.3815 0.0 0.0 0.0 0.119
H 2.4480 -1.7572 1.8748 0.0 0.0 0.0 0.121
H 0.0925 -1.6452 1.6144 0.0 0.0 0.0 0.099
H 0.5183 -3.3441 1.4640 0.1 0.0 0.0 0.114
H 0.1322 -4.4403 -0.3779 0.0 0.0 0.0 0.089
H 0.8742 -3.5303 -1.7088 0.0 0.0 0.0 0.074
H -0.8853 -3.6595 -1.6067 0.0 0.0 0.0 0.089